Entry 1:
C3H8N2O2 | the ωB97M-V functional and the def2-TZVPD basis

Output
Kohn-Sham gap = 9.86 eV
energy above the lowest of the compared OMol25 structures with the same formula, charge and spin = 586.14 kJ/mol
energy = -378.91776 a.u.

Each line ends with the natural charge from an NBO analysis.
Atoms and positions in Å:
C: 0.9035 0.4799 -0.8737  -0.3617
C: -1.4820 0.3378 -1.2338  -0.4417
N: -0.3886 0.6621 -0.3558  -0.1102
N: -0.6668 -0.5346 2.0318  -0.5026
C: 1.7147 -0.1186 0.4039  0.4792
O: -0.2849 -0.6800 0.7086  -0.3468
O: 2.5599 -0.9626 0.3026  -0.5560
H: -1.2632 -1.3177 2.2814  0.3496
H: 0.1453 -0.5375 2.6503  0.3432
H: 1.0146 -0.2430 -1.6928  0.1882
H: 1.3773 1.4439 -1.0818  0.2228
H: 1.6908 0.6199 1.2239  0.1092
H: -1.6531 1.2145 -1.8682  0.2215
H: -1.2903 -0.5403 -1.8663  0.1829
H: -2.3771 0.1761 -0.6301  0.2223

Entry 2:
C18H20BF4N4O2RhS2 | the ωB97M-V functional and the def2-TZVPD basis

Output
Kohn-Sham gap = 6.93 eV
energy above the lowest of the compared OMol25 structures with the same formula, charge and spin = 69.53 kJ/mol
energy = -2398.91217 a.u.

Each line ends with the natural charge from an NBO analysis.
Atoms and positions in Å:
Rh: 0.3590 0.2346 -1.4682  1.1746
C: 0.1683 1.4143 2.5655  -0.6708
C: 0.5056 1.4767 1.0964  0.3725
N: -0.2664 0.7992 0.2826  -0.2269
N: -1.3346 0.1222 0.8378  -0.3903
C: -1.8554 -0.8202 0.1342  -0.0733
S: -1.3704 -1.3149 -1.4448  -0.1225
S: -3.2059 -1.7211 0.8302  0.2681
C: -2.5448 -2.0001 2.5135  -0.5498
C: -1.5028 -3.0823 2.5136  0.0430
C: -0.1654 -2.7811 2.2689  -0.2438
C: 0.7832 -3.7892 2.1863  -0.1824
C: 0.4065 -5.1118 2.3657  -0.2151
C: -0.9221 -5.4212 2.6218  -0.2043
C: -1.8708 -4.4127 2.6885  -0.2399
C: 1.6439 2.2827 0.6925  -0.2797
C: 2.2198 3.1478 1.6574  -0.0821
C: 3.2964 3.9454 1.3876  -0.2999
C: 3.8814 3.8992 0.1129  -0.1469
C: 3.3603 3.0958 -0.8593  -0.2782
C: 2.2237 2.2834 -0.6168  0.4343
O: 1.7527 1.6304 -1.6257  -0.6730
H: -0.3503 0.4933 2.7977  0.2505
H: -0.4880 2.2416 2.8430  0.2423
H: 1.0765 1.4726 3.1556  0.2349
H: -3.4091 -2.2714 3.1192  0.2334
H: -2.1606 -1.0491 2.8725  0.2378
H: 0.1372 -1.7543 2.1096  0.2132
H: 1.8125 -3.5386 1.9652  0.2256
H: 1.1452 -5.8999 2.3017  0.2147
H: -1.2219 -6.4521 2.7609  0.2117
H: -2.9104 -4.6599 2.8718  0.2060
H: 1.7865 3.2059 2.6444  0.1985
H: 3.6950 4.5985 2.1512  0.2138
H: 4.7533 4.5045 -0.1025  0.2136
H: 3.7938 3.0442 -1.8482  0.2274
F: 2.4336 -0.9867 -2.4280  -0.5587
B: 2.7629 -1.3487 -1.1024  1.3583
F: 1.4310 -1.1401 -0.3942  -0.5137
F: 3.0889 -2.6612 -0.9644  -0.5309
F: 3.6477 -0.4756 -0.5354  -0.5371
C: -3.4322 2.4488 -4.6853  -0.4289
N: -2.5358 2.3830 -3.5490  -0.5885
C: -1.5875 1.4532 -3.3718  0.8131
N: -1.5109 0.4417 -4.2587  -0.8031
O: -0.7723 1.6128 -2.4299  -0.6362
H: -3.9165 3.4208 -4.6878  0.2301
H: -4.2100 1.6838 -4.6314  0.2017
H: -2.8822 2.3451 -5.6218  0.2090
H: -2.5258 3.1222 -2.8674  0.4231
H: -2.3091 0.2147 -4.8265  0.4060
H: -0.9035 -0.3263 -4.0289  0.4187

Entry 3:
C17H23N6O8 | the ωB97M-V functional and the def2-TZVPD basis

Output
Kohn-Sham gap = 8.28 eV
energy above the lowest of the compared OMol25 structures with the same formula, charge and spin = 0.00 kJ/mol
energy = -1592.27991 a.u.
charge = -1

Each line ends with the natural charge from an NBO analysis.
Atoms and positions in Å:
O: 1.0756 5.6091 1.7616  -0.6530
O: 3.8396 -1.1088 0.6742  -0.6400
O: 0.8580 1.6225 -1.0998  -0.8118
O: -1.7305 4.9785 -2.0790  -0.6903
O: -0.3655 0.4863 0.2995  -0.7544
N: -0.5219 -6.4301 0.5313  -0.4788
N: -2.6512 -4.8082 3.1709  -0.5098
O: 4.2473 0.0287 -1.2383  -0.6571
O: 1.5328 -0.7660 -1.9819  -0.7620
O: 2.4347 -3.4426 0.4210  -0.7549
C: -0.0342 5.9435 1.3701  0.6688
C: 3.5403 -0.8484 -0.4871  0.7929
C: -0.0101 1.5733 -0.1981  0.7831
C: -0.7673 4.2536 -1.8165  0.6695
C: 0.1210 -5.6517 -0.3146  0.2283
C: -2.4025 -3.5392 2.7941  0.0394
C: -2.0405 -5.7628 2.4806  0.3837
C: -1.5729 -3.2132 1.7168  -0.3296
C: -1.2051 -5.5463 1.3758  -0.0162
C: -0.9750 -4.2393 0.9971  0.1610
N: -2.3475 -7.0171 2.8915  -0.7968
N: -0.1636 3.5252 -2.7606  -0.6171
N: -0.1387 -4.3042 -0.0939  -0.3464
N: -0.7012 5.3253 0.4022  -0.6015
C: -0.7200 7.1414 1.9821  -0.7026
C: -0.5509 3.4861 -4.1680  -0.4082
C: 2.3881 -1.6201 -1.1793  -0.0132
C: 0.3987 -3.1765 -0.8809  -0.2213
C: 1.5631 -2.4635 -0.1764  0.0648
C: -0.6519 2.8661 0.3413  -0.5100
C: -0.2249 4.1685 -0.3713  -0.1329
H: 4.8521 0.4594 -0.6195  0.4916
H: 1.2583 0.0745 -1.5039  0.5200
H: 3.1131 -2.9639 0.9416  0.5009
H: 0.7686 -6.0210 -1.1034  0.2012
H: -2.8709 -2.7318 3.3485  0.1913
H: -1.4037 -2.1741 1.4478  0.2447
H: -2.1630 -7.7082 2.1737  0.3871
H: -3.2250 -7.0435 3.3915  0.3902
H: 0.5309 2.8536 -2.4304  0.4513
H: -1.5893 5.7006 0.1081  0.4135
H: -0.8549 7.9016 1.2158  0.2199
H: -1.6858 6.8349 2.3778  0.2176
H: -0.0970 7.5312 2.7851  0.2330
H: -0.6254 4.5023 -4.5581  0.2012
H: -1.5214 2.9965 -4.2642  0.1962
H: 0.1924 2.9285 -4.7395  0.2039
H: 2.8651 -2.3192 -1.8716  0.1920
H: -0.3982 -2.4501 -1.0727  0.2491
H: 0.7386 -3.5470 -1.8525  0.2052
H: 1.1486 -1.8042 0.5984  0.2074
H: -1.7377 2.7721 0.2822  0.2187
H: -0.3848 2.9470 1.3967  0.2370
H: 0.8655 4.1908 -0.4157  0.2435

Entry 4:
C15H16BrN3O5 | the ωB97M-V functional and the def2-TZVPD basis

Output
Kohn-Sham gap = 8.74 eV
energy above the lowest of the compared OMol25 structures with the same formula, charge and spin = 9.23 kJ/mol
energy = -3695.58826 a.u.

Each line ends with the natural charge from an NBO analysis.
Atoms and positions in Å:
C: -2.0332 -2.4689 1.0280  -0.6423
C: -0.6297 -2.0367 0.8616  0.1888
N: -0.1377 -0.9754 1.4577  -0.2733
N: 1.1575 -0.8939 1.1161  -0.1564
C: 1.5407 -1.8810 0.2910  0.2379
C: 0.3974 -2.6612 0.0949  -0.0754
N: 0.2739 -3.8188 -0.6894  0.5276
O: -0.8166 -4.3544 -0.7443  -0.3858
O: 1.2637 -4.2254 -1.2765  -0.4121
C: 2.9249 -2.0172 -0.2139  -0.6738
H: 2.9903 -2.8841 -0.8653  0.2757
H: 3.6203 -2.1435 0.6164  0.2293
H: 3.2180 -1.1276 -0.7696  0.2297
C: 1.9479 0.2036 1.5819  -0.3254
H: 1.3813 0.7008 2.3747  0.2696
H: 2.9028 -0.1386 1.9925  0.2402
C: 2.2290 1.2470 0.4999  0.7990
O: 2.9928 2.1592 0.6352  -0.5825
O: 1.5231 0.9933 -0.6027  -0.5066
C: 1.5386 1.9880 -1.6173  -0.1072
H: 2.5703 2.2244 -1.8943  0.2079
C: 0.8277 3.2737 -1.1214  -0.0975
O: 0.0201 3.0340 0.0024  -0.5098
C: -1.0903 2.2468 -0.1002  0.3798
C: -1.6505 1.7934 -1.2883  -0.3189
C: -2.7960 1.0161 -1.2608  -0.2088
C: -3.3799 0.6972 -0.0504  -0.1064
C: -2.8349 1.1434 1.1428  -0.2159
C: -1.6935 1.9129 1.1135  -0.2454
H: -1.2496 2.2761 2.0260  0.2253
H: -3.2986 0.8918 2.0834  0.2312
Br: -4.9616 -0.3631 -0.0223  0.0466
H: -3.2305 0.6650 -2.1841  0.2294
H: -1.2200 2.0431 -2.2449  0.2162
H: 0.2612 3.7276 -1.9428  0.1827
H: 1.5703 3.9886 -0.7603  0.2179
H: 1.0234 1.5264 -2.4600  0.2009
H: -2.5446 -2.4711 0.0671  0.2424
H: -2.0680 -3.4893 1.4057  0.2382
H: -2.5402 -1.8022 1.7180  0.2273